Here is an isolated molecule of C16H16N4O2 from the OMol25 dataset. Energies are from the ωB97M-V functional and the def2-TZVPD basis.

Frontier orbital gap   8.71 eV
SMILES string   CCC(=O)Nc1ccc(C(=O)N/N=C/c2cccnc2)cc1
LUMO   0.13 eV
Relative energy (zero: lowest compared OMol25 entry of this formula, charge and spin)   0.3761 eV

Last column: natural (NBO) charge in e.
Geometry (Å):
1 C 3.60 2.90 6.25  -0.599
2 C 3.44 1.55 5.57  -0.502
3 C 2.62 1.66 4.29  0.691
4 O 2.16 2.70 3.88  -0.594
5 N 2.48 0.45 3.67  -0.603
6 C 1.81 0.14 2.48  0.177
7 C 1.19 1.11 1.69  -0.263
8 C 0.54 0.74 0.53  -0.125
9 C 0.50 -0.59 0.13  -0.188
10 C 1.14 -1.55 0.91  -0.138
11 C 1.79 -1.19 2.07  -0.253
12 H 2.28 -1.94 2.67  0.208
13 H 1.13 -2.58 0.58  0.237
14 C -0.16 -1.06 -1.12  0.640
15 O 0.21 -2.04 -1.73  -0.601
16 N -1.24 -0.29 -1.49  -0.428
17 N -2.07 -0.39 -2.55  -0.243
18 C -1.93 -1.26 -3.48  0.043
19 C -2.88 -1.27 -4.58  -0.133
20 C -2.75 -2.21 -5.60  0.056
21 N -3.56 -2.28 -6.64  -0.417
22 C -4.56 -1.42 -6.71  0.041
23 C -4.79 -0.44 -5.75  -0.256
24 C -3.94 -0.36 -4.67  -0.141
25 H -4.07 0.38 -3.89  0.232
26 H -5.62 0.24 -5.85  0.219
27 H -5.20 -1.52 -7.57  0.192
28 H -1.94 -2.93 -5.59  0.192
29 H -1.15 -2.01 -3.50  0.214
30 H -1.53 0.46 -0.87  0.395
31 H 0.10 1.52 -0.08  0.205
32 H 1.23 2.14 1.99  0.258
33 H 2.91 -0.35 4.12  0.397
34 H 4.42 1.13 5.32  0.221
35 H 2.93 0.84 6.24  0.220
36 H 4.18 2.80 7.17  0.209
37 H 2.62 3.31 6.50  0.219
38 H 4.10 3.59 5.59  0.219



Here is a structure of composition C50H61N9NbOS in a non-equilibrium geometry from the OMol25 dataset. Energies are from the ωB97M-V functional and the def2-TZVPD basis.

Frontier orbital gap   5.95 eV
Total charge   -1
LUMO   1.70 eV

Last column: Mulliken charge in e.
Geometry (Å):
1 C 1.51 -1.87 2.26  -1.042
2 C 1.27 -1.56 0.77  -0.042
3 C 0.26 -0.44 0.57  -0.478
4 O -1.05 -0.93 0.74  0.196
5 Nb -2.70 0.03 1.31  -0.580
6 S -1.87 0.78 3.58  -0.597
7 C -3.63 -1.81 2.23  -0.827
8 C -3.10 -3.06 1.51  -0.238
9 H 2.48 -1.50 2.59  0.387
10 H 1.50 -2.94 2.46  0.103
11 H 0.72 -1.42 2.87  0.198
12 H 0.86 -2.46 0.30  0.462
13 H 2.21 -1.31 0.28  -0.053
14 H 0.36 -0.01 -0.43  0.232
15 H 0.45 0.37 1.29  0.047
16 H -2.25 1.64 0.50  -0.035
17 H -4.23 0.93 1.67  0.007
18 H -3.58 -0.39 -0.21  0.264
19 H -1.61 2.07 3.33  0.061
20 H -4.72 -1.81 2.27  0.406
21 H -3.27 -1.81 3.27  0.185
22 H -2.87 -2.89 0.46  -0.025
23 H -2.19 -3.41 1.99  -0.066
24 H -3.82 -3.88 1.55  0.407
25 N 4.53 0.22 1.08  -0.549
26 C 5.37 0.53 0.10  -0.485
27 C 5.22 1.63 -0.73  0.212
28 C 4.14 2.48 -0.51  -0.304
29 C 3.26 2.18 0.52  -0.513
30 C 3.50 1.05 1.28  -0.366
31 H 6.19 -0.16 -0.05  0.369
32 H 5.93 1.82 -1.52  0.258
33 H 3.99 3.34 -1.14  0.387
34 H 2.40 2.80 0.72  0.428
35 H 2.81 0.78 2.07  0.584
36 N -5.38 0.11 6.70  -0.398
37 C -4.14 -0.10 6.26  -0.147
38 C -3.41 -1.25 6.53  -0.192
39 C -4.00 -2.24 7.31  -0.365
40 C -5.29 -2.03 7.78  -0.550
41 C -5.93 -0.85 7.45  -0.075
42 H -3.68 0.66 5.64  0.242
43 H -2.42 -1.36 6.13  0.407
44 H -3.46 -3.15 7.53  0.385
45 H -5.79 -2.77 8.39  0.351
46 H -6.94 -0.65 7.79  0.398
47 N 3.29 0.95 -3.29  -0.220
48 C 2.50 0.04 -2.72  -0.299
49 C 1.27 -0.35 -3.25  -0.267
50 C 0.84 0.25 -4.41  -0.314
51 C 1.65 1.21 -5.01  -0.628
52 C 2.86 1.51 -4.42  -0.088
53 H 2.86 -0.40 -1.80  0.302
54 H 0.66 -1.08 -2.74  0.416
55 H -0.12 -0.01 -4.85  0.430
56 H 1.34 1.71 -5.92  0.365
57 H 3.52 2.25 -4.86  0.325
58 N -3.75 -2.03 -2.90  -0.056
59 C -4.80 -2.72 -3.34  -0.367
60 C -4.70 -4.01 -3.83  -0.543
61 C -3.46 -4.61 -3.87  -0.243
62 C -2.36 -3.91 -3.41  -0.655
63 C -2.56 -2.62 -2.93  -0.702
64 H -5.76 -2.21 -3.28  0.441
65 H -5.59 -4.53 -4.17  0.383
66 H -3.34 -5.62 -4.24  0.372
67 H -1.37 -4.34 -3.40  0.412
68 H -1.73 -2.03 -2.54  0.899
69 N -4.57 2.39 -2.52  -0.308
70 C -4.56 1.26 -3.23  -0.191
71 C -5.05 1.18 -4.52  -0.386
72 C -5.58 2.31 -5.12  -0.424
73 C -5.60 3.49 -4.39  -0.286
74 C -5.08 3.48 -3.10  -0.319
75 H -4.15 0.39 -2.73  0.482
76 H -5.02 0.23 -5.05  0.397
77 H -5.97 2.28 -6.13  0.355
78 H -6.00 4.40 -4.81  0.351
79 H -5.08 4.38 -2.50  0.348
80 N 8.06 2.82 -2.35  -0.334
81 C 7.77 2.55 -3.61  0.018
82 C 8.72 2.39 -4.60  -0.798
83 C 10.06 2.51 -4.26  -0.124
84 C 10.38 2.79 -2.94  -0.499
85 C 9.35 2.93 -2.03  -0.288
86 H 6.71 2.46 -3.85  0.405
87 H 8.43 2.17 -5.62  0.471
88 H 10.83 2.40 -5.01  0.418
89 H 11.41 2.89 -2.62  0.356
90 H 9.56 3.15 -0.98  0.361
91 N -1.71 -5.72 3.57  -0.381
92 C -0.39 -5.57 3.49  -0.110
93 C 0.47 -6.59 3.12  -0.391
94 C -0.06 -7.83 2.80  -0.237
95 C -1.44 -7.99 2.87  -0.391
96 C -2.21 -6.90 3.26  -0.266
97 H 0.00 -4.59 3.74  0.378
98 H 1.54 -6.41 3.07  0.359
99 H 0.57 -8.65 2.50  0.357
100 H -1.91 -8.93 2.63  0.353
101 H -3.29 -6.99 3.31  0.349
102 N 10.82 3.74 -7.50  -0.264
103 C 11.65 4.01 -8.51  -0.188
104 C 11.50 5.10 -9.36  -0.453
105 C 10.44 5.96 -9.15  -0.179
106 C 9.57 5.69 -8.10  -0.707
107 C 9.81 4.58 -7.31  0.071
108 H 12.47 3.31 -8.65  0.352
109 H 12.21 5.26 -10.16  0.344
110 H 10.29 6.82 -9.79  0.377
111 H 8.72 6.34 -7.90  0.352
112 H 9.15 4.35 -6.48  0.296
113 N -8.60 0.82 8.92  -0.341
114 C -9.23 0.76 10.09  -0.220
115 C -9.82 1.87 10.70  -0.485
116 C -9.73 3.09 10.06  -0.134
117 C -9.07 3.16 8.84  -0.574
118 C -8.53 2.00 8.31  -0.077
119 H -9.27 -0.21 10.56  0.353
120 H -10.32 1.76 11.65  0.346
121 H -10.17 3.98 10.50  0.357
122 H -8.98 4.10 8.31  0.356
123 H -8.00 2.01 7.37  0.381



Here is a structure of composition C23H16IN3O2Tl in a non-equilibrium geometry from the OMol25 dataset. Energies are from the ωB97M-V functional and the def2-TZVPD basis.

Frontier orbital gap   6.01 eV
Total charge   -1
LUMO   2.41 eV

Last column: natural (NBO) charge in e.
Geometry (Å):
1 Tl 1.24 -0.20 0.45  0.572
2 O -1.98 -4.49 -2.14  -0.726
3 C -1.58 -3.79 -3.21  0.433
4 C -1.78 -4.34 -4.48  -0.318
5 C -1.40 -3.65 -5.61  -0.187
6 C -0.81 -2.39 -5.50  -0.283
7 C -0.60 -1.85 -4.25  -0.138
8 C -0.97 -2.52 -3.09  -0.243
9 C -0.62 -1.91 -1.79  0.621
10 O 0.00 -0.83 -1.76  -0.693
11 N -0.92 -2.67 -0.72  -0.522
12 N -0.53 -2.18 0.46  -0.199
13 C -0.47 -2.96 1.49  -0.036
14 C -0.04 -2.43 2.75  0.162
15 C 0.15 -3.27 3.86  -0.244
16 C 0.59 -2.74 5.05  -0.176
17 C 0.80 -1.37 5.13  -0.284
18 C 0.59 -0.60 4.00  0.056
19 N 0.22 -1.11 2.83  -0.438
20 H -1.68 -3.95 -1.34  0.491
21 H -2.23 -5.31 -4.55  0.208
22 H -1.57 -4.08 -6.58  0.198
23 H -0.52 -1.85 -6.39  0.200
24 H -0.13 -0.88 -4.15  0.235
25 H -0.67 -4.03 1.43  0.164
26 H -0.06 -4.33 3.77  0.210
27 H 0.77 -3.38 5.91  0.208
28 H 1.11 -0.91 6.05  0.211
29 H 0.71 0.47 4.03  0.200
30 I -1.52 1.23 0.79  0.175
31 C -0.79 3.26 0.65  -0.067
32 C -1.73 4.25 0.69  -0.296
33 C -1.33 5.59 0.59  -0.229
34 C -0.01 5.90 0.46  -0.186
35 C 0.97 4.89 0.43  -0.092
36 C 2.34 5.21 0.34  -0.229
37 C 3.28 4.22 0.34  -0.210
38 C 2.89 2.87 0.39  -0.300
39 C 1.57 2.47 0.47  -0.340
40 C 0.60 3.51 0.52  -0.087
41 H -2.77 4.01 0.81  0.215
42 H -2.08 6.37 0.62  0.201
43 H 0.31 6.93 0.37  0.195
44 H 2.63 6.25 0.27  0.191
45 H 4.34 4.47 0.27  0.191
46 H 3.67 2.12 0.37  0.185



Here is an isolated molecule of C5H9NOS in a non-equilibrium geometry from the OMol25 dataset. Energies are from the ωB97M-V functional and the def2-TZVPD basis.

Frontier orbital gap   9.97 eV
SMILES string   O=CN1CC[C@@H](S)C1
LUMO   0.67 eV
Relative energy (zero: lowest compared OMol25 entry of this formula, charge and spin)   0.8879 eV

Last column: natural (NBO) charge in e.
Geometry (Å):
1 C 1.05 1.02 0.08  -0.337
2 C 1.11 -0.10 1.13  -0.427
3 C 0.01 -1.07 0.62  -0.230
4 C -0.47 1.12 -0.28  -0.211
5 C -1.95 -0.80 -0.70  0.532
6 H 1.46 -0.06 -1.96  0.113
7 H 1.36 1.98 0.57  0.235
8 H 0.87 0.33 2.10  0.214
9 H 2.09 -0.59 1.14  0.236
10 H -0.56 -1.55 1.39  0.223
11 H 0.39 -1.86 0.06  0.205
12 H -0.76 1.41 -1.23  0.219
13 H -0.97 1.66 0.50  0.194
14 H -2.42 -0.22 -1.54  0.097
15 N -0.89 -0.26 -0.21  -0.423
16 O -2.51 -1.84 -0.36  -0.628
17 S 2.18 0.83 -1.32  -0.011



Here is a structure of composition C3H5N2P5 in a non-equilibrium geometry from the OMol25 dataset. Energies are from the ωB97M-V functional and the def2-TZVPD basis.

Frontier orbital gap   6.97 eV
LUMO   -1.68 eV
Relative energy (zero: lowest compared OMol25 entry of this formula, charge and spin)   1.1447 eV

Last column: natural (NBO) charge in e.
Geometry (Å):
1 C 0.53 0.38 -2.96  0.105
2 C -0.84 0.56 -2.62  -0.100
3 C 0.29 -1.14 1.94  -1.027
4 N 1.19 -0.42 -2.26  -0.748
5 N -1.43 -0.17 -1.79  -0.445
6 P 3.33 -0.94 2.82  -0.014
7 P 3.13 -0.61 0.73  0.022
8 P 1.21 -0.80 3.56  0.299
9 P 1.02 0.03 0.65  0.252
10 P 0.55 -1.28 -1.05  0.802
11 H 0.80 0.98 -3.80  0.187
12 H -1.24 1.24 -3.35  0.177
13 H 0.29 -2.31 1.73  0.257
14 H -0.80 -0.79 2.01  0.267
15 H 1.06 0.54 3.30  -0.035



Here is the ion C5H14N2S with charge +1 in a non-equilibrium geometry from the OMol25 dataset. Energies are from the ωB97M-V functional and the def2-TZVPD basis.

Frontier orbital gap (alpha / beta)   9.36 / 3.59 eV
Multiplicity   2
Total charge   +1
LUMO (alpha / beta)   -3.49 / -8.85 eV
Relative energy (zero: lowest compared OMol25 entry of this formula, charge and spin)   1.8104 eV
Expectation value of S²   0.754

Last column: natural (NBO) charge in e.
Geometry (Å):
1 N 0.38 2.31 -0.61  -0.788
2 C 0.29 0.99 -0.01  -0.037
3 C -0.55 0.12 -0.99  -0.437
4 C -1.38 -0.93 -0.30  -0.554
5 S -2.80 -0.27 0.63  0.579
6 C 1.65 0.40 0.35  -0.240
7 N 1.83 -1.00 0.06  -0.589
8 C 3.25 -1.41 0.24  -0.413
9 H -0.52 2.74 -0.65  0.361
10 H 1.02 2.97 -0.17  0.387
11 H -0.32 1.12 0.91  0.156
12 H 0.17 -0.48 -1.57  0.241
13 H -1.09 0.71 -1.71  0.247
14 H -0.83 -1.47 0.49  0.301
15 H -1.79 -1.67 -0.99  0.282
16 H -2.27 0.97 0.69  0.139
17 H 1.84 0.51 1.42  0.211
18 H 2.40 1.02 -0.14  0.189
19 H 1.59 -1.26 -0.87  0.351
20 H 3.47 -1.50 1.28  0.208
21 H 3.94 -0.65 -0.17  0.187
22 H 3.40 -2.33 -0.33  0.217



Here is an isolated molecule of C2H3N2P in a non-equilibrium geometry from the OMol25 dataset. Energies are from the ωB97M-V functional and the def2-TZVPD basis.

Frontier orbital gap   8.86 eV
LUMO   0.14 eV
Relative energy (zero: lowest compared OMol25 entry of this formula, charge and spin)   3.9134 eV

Last column: natural (NBO) charge in e.
Geometry (Å):
1 C 1.00 -0.83 -1.39  0.375
2 C 0.02 -1.75 -1.34  -0.766
3 N 1.55 0.20 -1.11  -0.607
4 N -0.13 0.49 0.43  -1.160
5 P -0.71 -0.86 -0.08  1.354
6 H 2.44 0.63 -1.21  0.430
7 H -0.68 0.94 1.16  0.386
8 H -1.93 -1.37 0.34  -0.012



Here is the ion C4H8NO with charge +1 in a non-equilibrium geometry from the OMol25 dataset. Energies are from the ωB97M-V functional and the def2-TZVPD basis.

Frontier orbital gap   10.07 eV
SMILES string   C=[N+]1C[C@@H]1OC
Total charge   +1
LUMO   -5.06 eV
Relative energy (zero: lowest compared OMol25 entry of this formula, charge and spin)   3.8411 eV

Last column: natural (NBO) charge in e.
Geometry (Å):
1 C -1.33 0.13 -1.58  0.149
2 C -1.01 1.20 0.90  -0.232
3 C -0.11 -0.02 0.74  0.262
4 C 2.03 -0.89 0.17  -0.250
5 N -0.82 0.34 -0.46  -0.267
6 O 1.21 0.17 0.59  -0.496
7 H -1.19 -0.77 -2.04  0.212
8 H -2.18 0.72 -1.95  0.231
9 H -2.07 1.19 1.37  0.272
10 H -0.60 2.24 1.17  0.292
11 H -0.49 -1.02 1.13  0.221
12 H 2.82 -1.18 0.86  0.226
13 H 2.41 -0.37 -0.66  0.208
14 H 1.35 -1.74 -0.24  0.170



We obtain E values of -988.8213, -2964.9224, -1671.0214, -724.0872, -1933.4822, -706.2450, -528.6978, -286.8013 Ha for the records listed above, in that order.